Entry 1:
This record from OMol25 describes C7H28N14O7Pb as an isolated structure. The level of theory is the ωB97M-V functional and the def2-TZVPD basis.

```
! RIJCOSX wB97M-V def2-TZVPD def2/J DEFGRID3
* xyz 2 1
Pb 17.340 27.547 -27.864
C 15.543 29.641 -30.530
O 15.824 28.801 -29.660
N 14.319 30.196 -30.640
N 16.462 29.956 -31.471
H 13.665 29.885 -29.945
H 14.079 30.837 -31.371
H 16.193 30.449 -32.302
H 17.371 29.575 -31.267
C 13.856 28.455 -26.505
O 15.026 28.181 -26.828
N 12.867 27.521 -26.581
N 13.450 29.663 -26.010
H 12.200 27.524 -25.823
H 13.277 26.623 -26.798
H 12.446 29.719 -25.965
H 14.052 30.444 -25.866
C 20.251 25.362 -27.465
O 19.555 26.303 -27.907
N 20.504 25.111 -26.161
N 20.770 24.480 -28.336
H 20.921 24.234 -25.913
H 20.384 25.787 -25.431
H 21.307 23.683 -28.055
H 20.423 24.598 -29.277
C 17.306 31.083 -27.505
O 17.893 29.998 -27.330
N 17.979 32.249 -27.667
N 15.966 31.147 -27.644
H 18.972 32.193 -27.525
H 17.467 33.096 -27.811
H 15.415 30.325 -27.484
H 15.636 32.092 -27.702
C 19.920 28.890 -30.140
O 18.763 28.609 -29.786
N 21.038 28.583 -29.465
N 20.158 29.526 -31.333
H 21.051 28.134 -28.567
H 21.908 28.952 -29.801
H 19.455 29.831 -31.974
H 21.070 29.884 -31.558
C 17.800 25.508 -30.859
O 17.297 25.689 -29.730
N 17.598 26.418 -31.822
N 18.669 24.486 -31.117
H 17.936 26.283 -32.760
H 16.874 27.096 -31.652
H 19.200 24.545 -31.966
H 18.443 23.628 -30.642
C 18.524 28.233 -24.450
O 17.975 27.676 -25.411
N 18.911 29.533 -24.447
N 18.909 27.522 -23.349
H 18.719 30.085 -25.265
H 19.555 29.828 -23.739
H 18.682 26.546 -23.298
H 19.652 27.934 -22.817
*
```

## Properties
- Kohn-Sham gap: 10.64 eV
- Highest occupied orbital energy: -14.7 eV
- E_LUMO: -4.05 eV

=====

Entry 2:
This record from OMol25 describes a 7-piece molecular cluster, C7H28N6O7 overall. The level of theory is the ωB97M-V functional and the def2-TZVPD basis.

```
! RIJCOSX wB97M-V def2-TZVPD def2/J DEFGRID3
* xyz 0 1
N -0.729 0.068 -1.127
C 0.077 -0.602 -0.267
N 0.042 -1.949 -0.389
O 0.726 -0.040 0.625
H -0.823 1.072 -1.054
H -1.070 -0.369 -1.966
H -0.434 -2.370 -1.171
H 0.604 -2.540 0.205
N -2.546 2.256 4.023
C -1.778 1.239 3.515
N -1.475 1.364 2.184
O -1.395 0.306 4.193
H -2.725 2.254 5.007
H -2.772 3.032 3.430
H -1.648 2.184 1.631
H -0.794 0.734 1.787
N 3.432 1.015 0.194
C 3.947 0.924 1.463
N 3.035 0.442 2.359
O 5.100 1.217 1.751
H 3.953 1.558 -0.470
H 2.433 0.905 0.080
H 2.158 0.167 1.941
H 3.302 0.214 3.295
C 0.854 -4.204 2.647
O 1.468 -3.904 1.396
H -0.006 -3.547 2.750
H 0.490 -5.235 2.671
H 1.547 -4.047 3.475
H 2.257 -4.442 1.297
C 1.242 2.071 -3.602
O 1.178 1.111 -4.658
H 2.284 2.338 -3.402
H 0.700 2.944 -3.956
H 0.817 1.699 -2.667
H 1.947 0.539 -4.597
C -2.351 3.552 -0.772
O -1.039 3.019 -0.899
H -2.436 4.158 0.135
H -2.633 4.136 -1.648
H -3.045 2.722 -0.654
H -0.380 3.718 -0.879
C -2.456 -3.524 -2.808
O -1.417 -2.571 -2.983
H -2.608 -3.683 -1.740
H -3.406 -3.197 -3.233
H -2.177 -4.494 -3.229
H -1.448 -2.239 -3.884
*
```

## Properties
- Kohn-Sham gap: 9.20 eV
- SMILES: NC(N)=O.NC(N)=O.NC(N)=O.CO.CO.CO.CO
- Highest occupied orbital energy: -8.9 eV
- E_LUMO: 0.25 eV

=====

Entry 3:
This record from OMol25 describes C7H29FeN12O8 as an isolated structure. The level of theory is the ωB97M-V functional and the def2-TZVPD basis.

```
! RIJCOSX wB97M-V def2-TZVPD def2/J DEFGRID3
* xyz 2 6
Fe 2.595 -0.571 -1.873
C -0.479 -1.006 -0.386
O 0.781 -0.393 -0.628
H -0.713 -1.799 -1.098
H -0.636 -1.274 0.658
H -1.331 -0.386 -0.662
C -0.391 -1.961 3.424
O -0.058 -3.052 3.177
N -1.515 -1.623 3.680
N 0.452 -0.984 3.691
H -2.092 -2.450 3.622
H -1.706 -0.823 4.266
H 0.006 -0.177 4.103
H 1.439 -1.146 3.833
C 2.270 2.319 -3.209
O 2.019 1.167 -2.798
N 3.001 2.522 -4.225
N 1.644 3.401 -2.899
H 3.024 3.411 -4.705
H 3.620 1.883 -4.703
H 0.927 3.469 -2.192
H 2.140 4.238 -3.173
C 0.833 2.577 2.666
O -0.247 3.064 2.659
N 1.472 2.397 3.760
N 1.445 1.975 1.676
H 0.908 2.621 4.568
H 2.404 2.010 3.726
H 1.057 1.477 0.888
H 2.264 1.493 2.019
C 0.676 -1.482 -4.220
O 1.671 -1.707 -3.510
N 0.470 -2.097 -5.341
N -0.270 -0.616 -3.949
H -0.361 -1.898 -5.880
H 1.294 -2.578 -5.672
H -0.951 -0.306 -4.626
H -0.569 -0.292 -3.040
C -0.876 4.457 -0.340
O -0.849 4.983 -1.435
N -0.960 3.145 -0.198
N -0.636 5.018 0.800
H -0.832 2.747 0.721
H -1.065 2.555 -1.011
H -0.335 5.969 0.639
H -0.629 4.562 1.701
C -3.090 -4.581 1.961
O -2.773 -4.681 3.096
N -2.687 -3.722 1.122
N -3.921 -5.425 1.360
H -2.945 -3.804 0.149
H -2.122 -2.928 1.387
H -4.367 -6.136 1.921
H -4.349 -5.151 0.487
O 2.125 -2.983 1.381
H 1.818 -2.479 0.628
H 1.399 -2.951 2.004
*
```

## Properties
- Kohn-Sham gap (alpha / beta): 6.94 / 2.48 eV
- Highest occupied orbital energy (alpha / beta): -13.4 / -13.4 eV
- E_LUMO (alpha / beta): -6.50 / -10.97 eV

=====

Entry 4:
This record from OMol25 describes a 8-piece molecular cluster, C7H29NO8 overall. The level of theory is the ωB97M-V functional and the def2-TZVPD basis.

```
! RIJCOSX wB97M-V def2-TZVPD def2/J DEFGRID3
* xyz -2 1
N -0.511 0.331 -0.740
H -0.410 -0.520 -0.205
H 0.160 0.297 -1.494
H -0.443 1.191 -0.213
H -1.474 0.470 -1.009
O -0.432 3.966 2.205
H -0.053 3.694 3.063
O -8.257 -0.541 -3.283
C -7.250 -1.362 -2.722
C -6.436 -1.013 -1.426
O -5.798 0.250 -1.263
H -6.451 -1.624 -3.415
H -7.720 -2.322 -2.505
H -5.676 -1.760 -1.193
H -7.047 -1.135 -0.533
C -3.918 -2.017 4.902
O -3.159 -0.858 4.495
H -3.277 -2.893 4.802
H -4.226 -2.028 5.947
H -4.749 -2.325 4.267
H -2.277 -0.967 4.860
C 2.088 -4.352 1.539
O 0.813 -4.194 0.892
H 2.653 -3.422 1.480
H 1.913 -4.464 2.609
H 2.616 -5.228 1.160
H 0.271 -4.946 1.143
C 4.267 -0.716 -4.270
O 2.850 -0.668 -4.538
H 4.495 -0.177 -3.350
H 4.579 -1.754 -4.153
H 4.798 -0.251 -5.101
H 2.832 -0.972 -5.448
C 1.703 5.074 -2.961
O 2.359 4.947 -1.707
H 2.257 4.679 -3.813
H 0.709 4.632 -2.892
H 1.562 6.140 -3.143
H 1.670 4.918 -1.040
C 5.636 2.194 2.958
O 5.849 1.113 3.884
H 6.130 2.073 1.994
H 4.554 2.304 2.879
H 5.995 3.148 3.345
H 6.803 1.087 3.991
*
```

## Properties
- Kohn-Sham gap: 1.77 eV
- Highest occupied orbital energy: 1.2 eV
- E_LUMO: 2.99 eV

=====

no.,strongest force on any atom (eV/A),E_tot (eV)
1,1.9,-48152.1140
2,0.9,-30988.1897
3,11.7,-76361.7625
4,3.4,-25586.8851